Here is 2 unconnected molecules or ions with the total composition C4H8O2 from the OMol25 dataset. Energies are from ωB97M-V/def2-TZVPD.

```
! RIJCOSX wB97M-V def2-TZVPD def2/J DEFGRID3
* xyz 0 1
C 1.519 0.846 -0.069
C 0.735 -0.316 -0.611
C -0.450 -0.253 -1.222
O -1.196 0.857 -1.471
H 0.930 1.770 -0.005
H 1.882 0.633 0.942
H 2.398 1.064 -0.689
H 1.166 -1.307 -0.493
H -0.960 -1.143 -1.579
H -0.700 1.640 -1.200
C -1.330 -0.945 1.595
O -1.066 -2.074 1.922
H -0.744 -0.072 1.947
H -2.185 -0.700 0.934
*
```

Output
DFT total energy	-8371.03390	eV
lowest unoccupied orbital energy	0.0241	hartree
HOMO-LUMO gap	9.68	eV
SMILES string	C/C=C\O.C=O
HOMO	-9.02	eV
relative energy (zero: lowest compared OMol25 entry of this formula, charge and spin)	216.9	kJ/mol

---

Here is 2 unconnected molecules or ions with the total composition C3H8NO3S from the OMol25 dataset. Energies are from ωB97M-V/def2-TZVPD.

```
! RIJCOSX wB97M-V def2-TZVPD def2/J DEFGRID3
* xyz -1 1
C -0.453 0.520 -0.126
C -0.692 1.850 0.536
S 0.137 3.235 -0.332
N -1.010 -0.543 0.673
C -0.708 -1.926 0.416
O -0.200 -2.170 -0.710
O -1.074 -2.705 1.311
H -0.955 0.459 -1.103
H 0.600 0.455 -0.454
H -1.731 2.164 0.551
H -0.314 1.851 1.563
H 1.369 2.727 -0.332
H -1.058 -0.368 1.665
H 1.593 -1.265 -1.016
H 2.142 -2.598 -1.209
O 2.353 -1.687 -1.432
*
```

Output
DFT total energy	-21710.79252	eV
lowest unoccupied orbital energy	0.1080	hartree
HOMO-LUMO gap	7.58	eV
HOMO	-4.64	eV
relative energy (zero: lowest compared OMol25 entry of this formula, charge and spin)	40.0	kJ/mol

---

Question: Among the records above, which one has the highest HOMO-LUMO gap?
Answer: C4H8O2

---

Question: Number 1 is which compound?
Answer: C4H8O2